49
Properties=species:S:1:pos:R:3:forces:R:3:mulliken_spin:R:1 method="wB97M-V/def2-TZVPD" total_charge=+1 multiplicity=4 homo_energy_ev="-5.8 / -12.0" homo_lumo_gap_ev="4.035 / 10.138" largest_force_ev_per_a=3.846
Ti -0.3398 -0.3665 0.3654 0.3 -0.1 -0.1 2.74
O -2.5218 -0.7542 0.0021 -0.5 0.5 -0.4 -0.01
O -0.1682 1.8963 -1.4055 -1.2 -1.1 -0.5 0.01
O 0.5921 -2.5125 1.0328 0.0 0.2 -0.3 0.01
O -1.1309 1.1042 2.1802 0.2 0.7 0.7 0.03
O 1.7064 0.4956 0.6863 0.0 -0.4 0.7 -0.06
O 0.3864 -1.3810 -1.9491 -0.2 0.8 -0.3 0.02
N 2.5535 -1.6284 -1.3642 -0.3 0.0 -0.1 0.02
N 1.4308 -1.9019 3.0495 0.3 1.3 0.9 0.03
N 2.0978 -1.0977 -3.5003 -0.5 0.3 -0.3 0.00
N 3.1657 2.1778 0.8873 -0.3 -0.6 0.1 0.01
N -4.5570 -1.4264 0.6818 0.0 0.7 0.4 0.01
N -1.7163 2.9192 -2.6299 -1.4 -0.3 -0.5 0.00
N 3.5931 0.2100 1.9765 0.1 0.3 0.2 0.01
N -4.0228 -1.5825 -1.5071 0.3 0.3 -1.4 0.01
N -0.8373 3.3939 2.2157 0.9 -0.4 1.7 0.00
N -2.2133 2.3807 0.6991 -0.6 -0.4 -0.2 0.01
N -1.4923 0.6291 -2.8079 -0.5 0.5 0.2 0.02
N 2.0710 -3.8744 2.1537 -0.5 0.3 -0.6 0.01
C 2.7305 0.9281 1.2110 0.1 -0.1 -1.1 0.06
C 1.5803 -1.3227 -2.2545 0.7 -0.8 0.1 -0.02
C -1.1224 1.7703 -2.2175 3.1 1.8 1.4 0.01
C -1.3832 2.2466 1.7657 0.1 -0.4 -1.5 0.00
C -3.6598 -1.1441 -0.2856 0.8 -1.5 0.6 0.06
C 1.3111 -2.7269 2.0011 0.5 -1.2 0.1 -0.02
H -2.0362 0.8490 -3.6270 0.2 -1.1 -0.3 0.00
H 1.0226 -0.9759 3.0356 -0.3 -0.2 -0.3 0.06
H 2.0420 -2.1058 3.8202 -0.2 -0.2 0.1 -0.01
H 2.2717 -1.8032 -0.4125 0.1 0.1 0.0 0.00
H -1.3096 3.8124 -2.4313 0.1 -0.1 0.2 0.00
H -4.9387 -1.9124 -1.7460 -0.1 0.0 0.3 0.00
H 4.4491 0.6576 2.2486 0.1 -0.3 0.2 0.00
H 3.0891 -1.1142 -3.6353 0.1 0.0 0.0 0.00
H -0.9166 4.3217 1.8486 -0.6 -0.1 -0.3 0.00
H 3.5011 -1.5115 -1.6595 0.3 -0.1 0.5 0.00
H 3.3587 -0.6922 2.3401 -0.2 -0.1 0.0 0.00
H 3.8685 2.6089 1.4580 -0.2 0.6 -0.2 0.00
H -2.5734 2.8583 -3.1540 0.1 0.4 -0.1 0.00
H 2.0248 -4.5836 1.4436 0.0 0.1 0.0 0.00
H -0.4291 3.3134 3.1344 0.2 0.1 -0.2 0.00
H -2.0035 3.0641 -0.0095 0.0 0.1 0.1 0.00
H -5.4726 -1.7715 0.4702 -0.1 0.0 0.3 0.00
H -2.4353 1.4494 0.3590 -0.1 0.2 -0.3 0.01
H -3.3685 -1.5262 -2.2686 0.1 0.2 0.2 0.00
H 1.5751 -0.7508 -4.2846 -0.4 -0.1 0.3 0.00
H -4.2515 -1.2148 1.6170 -0.4 -0.1 0.0 0.00
H 2.8047 -3.9290 2.8332 0.0 -0.1 0.1 0.00
H 2.4812 2.6435 0.3120 0.4 0.6 0.2 0.00
H -0.8072 -0.1200 -2.6788 -0.4 -0.4 -0.3 -0.01



39
Properties=species:S:1:pos:R:3:forces:R:3:mulliken_spin:R:1 method="wB97M-V/def2-TZVPD" total_charge=+2 multiplicity=2 homo_energy_ev="-15.7 / -15.6" homo_lumo_gap_ev="7.751 / 3.921" largest_force_ev_per_a=3.485
Ba 2.9335 1.4070 -1.0966 -1.7 0.3 -0.2 0.00
O 0.4893 0.6594 -0.2693 1.5 -1.4 -0.9 0.01
O -1.1779 2.7400 -0.6706 -0.4 -0.4 -1.7 0.00
O 0.9767 -4.3080 -1.3052 0.1 1.0 0.5 0.01
O 2.8899 -0.6853 2.2287 -0.5 0.9 0.1 0.00
O -1.0056 0.2661 2.0314 -0.5 0.6 -0.4 0.01
O 0.6777 2.1735 -2.8395 1.9 0.0 1.1 0.00
O -1.0324 -0.9850 -1.7282 -2.3 -1.3 -0.8 0.77
C -1.1979 3.5847 0.4622 0.4 -0.5 0.4 0.00
C 2.0207 -1.7554 2.6447 0.2 -0.7 -0.7 0.00
C 0.1047 2.2539 -4.1238 -0.9 -0.3 -1.0 0.00
C -2.1906 -1.0261 -0.9420 0.6 -2.2 -0.3 0.06
C -0.0452 -3.9700 -0.3932 -0.9 -0.8 -0.1 0.00
C -0.3403 0.8706 3.1460 0.3 -1.6 0.5 0.00
H 0.8560 2.4856 -4.8787 0.1 -0.3 0.2 0.00
H 1.7037 -1.7202 3.6870 0.7 0.4 0.0 0.00
H -0.4759 -0.3738 -1.2401 2.4 2.3 1.1 0.00
H 1.0882 -1.7675 2.0805 -0.1 0.1 -0.3 0.00
H 0.1295 -0.0007 3.6023 0.3 0.4 0.8 0.00
H -2.8193 -0.1676 -1.1781 -0.3 0.8 0.0 0.10
H 0.7021 -0.1780 0.1867 0.2 0.4 0.0 0.00
H -0.9789 -4.0528 -0.9496 -0.1 -0.2 0.2 0.00
H -0.3653 0.2478 1.3163 -0.2 0.5 0.1 0.00
H -2.7073 -1.9539 -1.1877 -0.3 0.2 -0.2 0.03
H -1.0484 1.2932 3.8588 0.0 0.1 -0.4 0.00
H -0.6637 1.9496 -0.4906 -0.1 -0.1 0.8 0.00
H 3.2537 -0.9157 1.3706 0.2 -0.6 0.3 0.00
H 2.5775 -2.6689 2.4354 -0.4 -0.3 0.4 0.00
H -0.6673 3.0160 -4.2301 0.1 0.2 0.4 0.00
H 0.4571 1.5712 2.8982 -0.2 0.2 -0.3 0.00
H -0.0446 -2.9857 0.0751 0.6 0.7 -0.3 0.00
H -2.2039 3.9704 0.6276 0.2 0.1 -0.1 0.00
H -0.3739 1.2902 -4.2981 0.1 0.0 -0.6 0.00
H -1.8657 -1.0293 0.0985 -0.2 0.7 0.5 0.02
H -0.9229 2.9357 1.2937 0.0 0.5 0.5 0.00
H 1.7962 -4.1393 -0.8343 0.4 -0.4 -0.2 0.00
H -0.4577 4.3694 0.3062 -0.2 0.3 0.3 0.00
H -0.0742 -4.6399 0.4661 -0.1 -0.3 -0.1 0.00
H 0.0022 2.2387 -2.1605 -0.7 0.6 0.2 0.00



37
Properties=species:S:1:pos:R:3:forces:R:3:lowdin_charge:R:1 method="wB97M-V/def2-TZVPD" total_charge=+1 homo_energy_ev=-12.5 homo_lumo_gap_ev=9.953 largest_force_ev_per_a=0.485
O -1.3106 2.4321 -1.3363 0.1 0.1 0.0 -0.06
O -2.6131 -1.2217 2.0466 0.0 -0.2 -0.1 -0.06
O -1.2823 1.1557 2.2442 0.2 -0.2 -0.1 -0.06
O 1.4664 1.2804 2.5888 0.0 0.1 0.0 -0.03
N 0.6032 0.3896 -0.2862 0.0 0.0 0.1 -0.07
N -2.3356 0.0688 -0.3297 0.3 -0.3 -0.2 0.20
C -0.0833 -0.8762 -0.5453 0.0 0.0 -0.1 -0.17
C 3.3533 -0.6772 0.2916 0.3 0.0 -0.2 -0.10
C 1.7447 0.6621 -1.1731 0.0 -0.3 0.0 -0.22
C 2.8850 -0.3570 -1.1247 -0.1 -0.1 0.0 -0.24
C -1.3971 -0.6261 -1.2768 0.2 -0.4 0.0 -0.34
C -2.0462 -1.8902 -1.7940 -0.3 -0.2 0.0 -0.03
H -1.4199 -2.3700 -2.5393 0.1 0.1 -0.1 0.09
H -1.2023 0.0678 -2.0857 -0.1 0.2 -0.1 0.14
H 1.3733 0.7472 -2.1959 0.0 0.0 -0.1 0.12
H -1.6270 1.9470 2.6689 0.0 0.0 0.0 0.08
H 3.5588 0.2330 0.8610 -0.2 0.0 0.0 0.07
H -3.1515 -1.5590 2.7676 0.0 0.0 0.0 0.07
H 1.9046 0.6959 3.2160 0.1 0.0 0.1 0.08
H 0.5200 -1.5512 -1.1580 0.0 0.0 0.0 0.12
H -3.0137 -1.6954 -2.2612 0.0 0.1 0.0 0.09
H 2.5942 -1.2783 -1.6352 0.0 0.0 0.0 0.10
H 2.6326 -1.3001 0.8181 -0.1 0.1 0.2 0.07
H 1.8353 2.1606 2.7348 0.0 -0.1 0.0 0.09
H 4.2884 -1.2368 0.2589 0.0 -0.1 0.0 0.08
H -0.3134 1.1471 2.3872 -0.2 0.3 0.1 0.02
H -0.4607 2.0926 -1.0045 -0.1 -0.1 0.0 0.01
H -2.8176 -0.6345 0.2517 -0.2 0.2 0.0 0.12
H 2.1368 1.6345 -0.8941 0.0 0.3 0.1 0.12
H 0.9201 0.4537 0.6731 0.0 -0.1 -0.1 0.06
H -1.8029 0.6395 0.3393 0.0 0.3 -0.1 0.09
H -2.2029 -2.6295 -1.0060 0.0 0.1 0.2 0.09
H -0.2867 -1.4204 0.3806 0.0 0.1 0.1 0.13
H 3.7161 0.0380 -1.7088 0.0 0.1 0.0 0.11
H -1.1379 3.3002 -1.7166 0.0 -0.1 0.0 0.06
H -2.9619 0.6753 -0.8525 -0.1 0.1 0.2 0.16
H -2.0662 -0.4974 2.3956 -0.2 0.1 0.2 0.01



39
Properties=species:S:1:pos:R:3:forces:R:3:lowdin_charge:R:1 method="wB97M-V/def2-TZVPD" homo_energy_ev=-9.3 homo_lumo_gap_ev=9.602 largest_force_ev_per_a=3.069 smiles="C=CCC[C@H](N)CO.O.O.O.O.O.O"
O 2.4395 0.7032 -2.4413 -0.2 0.0 -0.5 -0.05
O 0.1938 -1.8756 0.6619 0.5 -0.3 -0.2 -0.06
O -2.4050 -0.5257 3.1995 0.2 -0.1 -0.2 -0.07
O 2.5429 -2.9928 -1.0412 -0.3 1.0 0.9 -0.09
O 3.6476 -0.1407 -0.2785 0.4 -0.2 -0.1 -0.07
O -1.0479 -2.0631 -2.2559 -0.2 0.3 0.3 -0.04
O -2.3322 -1.1510 0.5320 0.0 0.0 -1.1 -0.15
N -1.2614 1.3164 -1.7764 0.0 1.0 -0.1 0.05
C -0.0212 2.5497 1.0570 -0.1 -0.9 -0.5 -0.19
C -1.4205 2.1429 0.5705 -0.1 0.1 1.0 -0.16
C 0.8027 1.4282 1.6893 -0.4 2.9 -1.0 -0.16
C -2.6682 0.0518 -0.2798 -0.1 -0.3 1.9 -0.12
C -1.4202 0.9559 -0.3693 -0.5 -1.3 -1.1 -0.38
C 2.1116 1.4422 1.5007 0.2 -1.9 2.1 -0.02
H -1.1402 -1.9108 -3.1996 0.3 -0.3 -0.1 0.04
H 1.5397 0.3586 -2.4033 0.0 0.1 0.1 0.03
H -0.6273 -1.8408 0.1467 0.1 0.0 0.3 -0.01
H 2.6138 0.7256 2.1493 0.4 0.0 -0.2 0.06
H -0.3141 -2.6698 -2.0989 0.1 0.0 -0.3 0.05
H -3.0138 -0.2203 -1.2701 -0.2 -0.2 0.0 0.11
H -3.4395 0.4036 0.4063 -0.4 1.1 -0.9 0.12
H -3.1360 -1.6815 0.5986 0.1 0.0 -0.2 0.11
H 2.9658 -0.0596 -2.7124 0.0 0.1 0.0 0.06
H -0.6614 0.2279 -0.0630 0.5 0.5 0.3 0.11
H 3.9370 0.1265 0.5952 0.1 -0.1 0.0 0.02
H -1.8630 3.0874 0.2537 -0.4 -0.4 -0.9 0.12
H -2.0981 1.8031 1.3636 0.5 0.3 0.5 0.10
H -2.3846 -0.8498 2.2759 0.1 0.3 0.3 -0.01
H 0.2548 0.8574 2.4256 0.5 -0.6 0.0 0.09
H 2.4949 -2.0208 -0.9858 0.4 0.0 -0.8 -0.01
H -1.2924 0.5515 -2.4316 0.2 -0.3 0.3 0.05
H -0.0675 3.4153 1.7203 -0.2 -0.1 0.2 0.11
H -0.0996 -1.8459 1.5765 -0.1 0.0 0.0 0.04
H 2.3529 -3.0641 -0.0914 -0.1 -1.0 -0.1 0.03
H 2.7946 2.0367 0.9192 -0.7 0.5 -0.4 0.07
H 0.5259 2.9079 0.1797 0.1 0.0 0.0 0.11
H 3.4721 0.6754 -0.7662 -0.2 -0.2 0.0 0.01
H -0.4274 1.8678 -1.9396 -0.1 0.0 0.0 0.07
H -1.6620 0.0870 3.2298 -0.1 0.0 0.1 0.01



38
Properties=species:S:1:pos:R:3:forces:R:3:mulliken_spin:R:1 method="wB97M-V/def2-TZVPD" multiplicity=3 homo_energy_ev="-9.5 / -8.1" homo_lumo_gap_ev="6.039 / 2.493" largest_force_ev_per_a=5.570
Pt 0.6999 -0.4331 0.7594 0.8 0.4 -0.3 0.79
O 2.2878 -4.0304 -1.6296 -1.2 0.3 0.4 0.00
O -3.6029 0.0369 -1.5390 0.5 0.1 1.2 0.00
O -0.4733 4.1223 2.3356 0.2 -1.7 1.1 0.00
C -4.5973 -0.9241 -1.7568 -2.3 0.4 -1.6 0.00
C -0.6361 5.8386 0.7496 0.6 0.4 0.8 0.00
C -6.0277 -0.4966 -1.3514 0.5 1.2 1.3 0.00
C 3.5062 -4.6957 -1.7399 1.1 -0.4 -0.9 0.00
C -0.2645 5.4780 2.2576 -1.1 1.5 -3.2 0.00
C 4.2233 -4.2272 -3.0436 -0.4 -0.5 1.3 0.00
B -0.4106 -2.0308 4.2964 0.3 -2.4 1.8 0.36
B 3.9202 1.2021 -0.3718 -0.6 -0.3 -0.1 0.15
H -1.6828 5.7669 0.4542 -0.2 0.0 0.7 0.00
H 0.4542 -1.3855 4.2894 2.8 4.4 0.2 0.18
H -3.8991 0.8654 -1.9230 0.0 0.1 0.0 0.00
H 3.0908 1.2398 -1.0610 -3.5 -0.5 -3.1 0.02
H 1.6802 -4.5883 -2.1208 -0.4 0.3 0.0 0.00
H -1.1421 -1.5113 3.6970 -2.2 2.7 -4.3 0.23
H 0.7780 5.7513 2.4209 0.0 0.1 0.2 0.00
H -0.7893 -2.1367 5.3012 -0.2 -0.8 4.0 0.03
H -4.6713 -0.9783 -2.8429 0.2 -1.2 -0.2 0.00
H 4.1058 -4.5451 -0.8422 0.1 0.5 -0.1 0.00
H 3.7794 1.9185 0.4226 0.1 3.0 3.6 0.08
H 3.3008 -5.7660 -1.7230 0.3 -0.3 -0.3 0.00
H 4.1635 -3.1391 -3.0680 0.3 0.0 0.0 0.00
H -0.2161 -2.9904 3.8430 -0.7 -3.9 -1.9 0.06
H 4.7823 1.4453 -0.9734 3.2 1.5 -2.3 0.05
H -6.3097 0.5056 -1.6739 0.4 0.2 -0.6 0.00
H -4.4154 -1.8703 -1.2473 0.7 0.2 -0.3 0.00
H 3.6986 -4.5930 -3.9262 0.1 -0.2 0.0 0.00
H -0.3743 3.9911 3.2814 -0.1 -1.0 0.1 0.00
H -5.9854 -0.3403 -0.2735 -0.5 -0.4 0.3 0.00
H -0.1400 5.1731 0.0432 0.4 -0.2 0.3 0.00
H -6.8818 -1.1104 -1.6377 0.5 -0.5 0.0 0.00
H -0.9533 5.9437 2.9624 0.2 0.7 0.0 0.00
H 5.2520 -4.5864 -3.0155 0.1 0.2 -0.3 0.00
H 4.0403 0.2555 0.1320 -0.1 -4.1 2.3 0.04
H -0.2902 6.8451 0.5144 -0.1 0.1 0.0 0.00